# 1
{
  "formula": "C5H7NO",
  "method": "ωB97M-V/def2-TZVPD",
  "gap_ev": 8.5,
  "relative_energy_ev": 2.9134,
  "fmax_ev_per_a": 2.5,
  "homo_energy_ha": -0.28289,
  "smiles": "Cn1cccc1O",
  "species": ["C", "N", "C", "C", "C", "C", "O", "H", "H", "H", "H", "H", "H", "H"],
  "xyz": [[-1.7953, 0.1503, 0.4921], [-0.4108, -0.0935, 0.1622], [0.1688, -1.3438, 0.0119], [1.4749, -1.1321, -0.2607], [1.7477, 0.2783, -0.4645], [0.5141, 0.8568, -0.0931], [0.1017, 2.1210, 0.1719], [-2.1769, 0.9575, -0.1382], [-1.9039, 0.4279, 1.5437], [-2.3587, -0.7652, 0.2894], [-0.4283, -2.2382, 0.0373], [2.2825, -1.8368, -0.3521], [1.9314, -0.1063, -1.5165], [0.8529, 2.7240, 0.1165]]
}

---

# 2
{
  "formula": "C20H22N2O3",
  "method": "ωB97M-V/def2-TZVPD",
  "gap_ev": 9.1,
  "relative_energy_ev": 1.9510,
  "fmax_ev_per_a": 0.6,
  "homo_energy_ha": -0.30454,
  "smiles": "O=C(CN1CCc2cc3c(cc2C1)OCCCO3)Nc1ccccc1",
  "species": ["O", "C", "C", "N", "C", "C", "C", "C", "C", "C", "C", "C", "C", "O", "C", "C", "C", "O", "N", "C", "C", "C", "C", "C", "C", "H", "H", "H", "H", "H", "H", "H", "H", "H", "H", "H", "H", "H", "H", "H", "H", "H", "H", "H", "H", "H", "H"],
  "xyz": [[3.3084, 0.1533, 3.4446], [2.8999, 0.2481, 2.3083], [3.1916, 1.4768, 1.4366], [2.2179, 1.6056, 0.3772], [2.6777, 2.3735, -0.7679], [1.5213, 2.7721, -1.7066], [0.3275, 1.8802, -1.5453], [-0.4186, 1.4038, -2.6037], [-1.5331, 0.5896, -2.3991], [-1.8934, 0.2547, -1.0876], [-1.1369, 0.7400, -0.0266], [-0.0426, 1.5533, -0.2424], [0.8939, 2.0184, 0.8322], [-2.9123, -0.6327, -0.7769], [-4.2251, -0.2193, -1.0836], [-4.3966, 0.2031, -2.5513], [-3.3842, -0.5225, -3.4365], [-2.1633, 0.1854, -3.5393], [2.1695, -0.6749, 1.6379], [1.6029, -1.8660, 2.0937], [0.6517, -2.4816, 1.2815], [0.0566, -3.6616, 1.6825], [0.4020, -4.2405, 2.8930], [1.3455, -3.6280, 3.7003], [1.9489, -2.4461, 3.3101], [4.1803, 1.3260, 0.9918], [3.2537, 2.3591, 2.0936], [3.3909, 1.7426, -1.3089], [3.2094, 3.2874, -0.4526], [1.2073, 3.7927, -1.4665], [1.8677, 2.7709, -2.7397], [-0.1530, 1.6373, -3.6231], [-1.4213, 0.4458, 0.9726], [0.6697, 1.5386, 1.7860], [0.8306, 3.1111, 0.9756], [-4.8376, -1.0978, -0.8650], [-4.5331, 0.5982, -0.4152], [-5.4125, -0.0201, -2.8754], [-4.2334, 1.2778, -2.6605], [-3.7419, -0.5835, -4.4670], [-3.2068, -1.5384, -3.0611], [1.8935, -0.3792, 0.7049], [0.3770, -2.0233, 0.3412], [-0.6824, -4.1284, 1.0482], [-0.0638, -5.1632, 3.2051], [1.6177, -4.0739, 4.6455], [2.6787, -1.9645, 3.9394]]
}